A 2-piece molecular cluster, C6H12 overall. Source: the OMol25 dataset; level of theory: ωB97M-V with the def2-TZVPD basis set.

Output
- M (g mol⁻¹) = 84.2
- spin multiplicity = 1
- Kohn-Sham gap (eV) = 9.82
- energy above the lowest of the compared OMol25 structures with the same formula, charge and spin (kcal per mole) = 43.0

CARTESIAN COORDINATES (ANGSTROEM)
C: 1.571 0.396 -0.917
C: 0.064 0.428 -0.922
C: -1.756 0.213 0.857
C: 1.887 -0.119 0.507
C: -0.453 -0.099 0.191
C: 0.621 -0.881 0.923
H: -2.486 -0.454 -1.687
H: -2.322 -0.659 1.200
H: -2.598 0.214 -1.991
H: 2.807 -0.706 0.575
H: -1.491 0.789 1.755
H: 1.985 0.742 1.179
H: -2.398 0.850 0.247
H: 0.636 -1.917 0.549
H: -0.496 0.923 -1.709
H: 1.931 1.422 -1.055
H: 0.467 -0.934 2.007
H: 2.030 -0.208 -1.709

Cartesian forces (eV/Å) of the 3 atoms listed first:
C 0.11 -0.03 -0.04
C -0.10 0.12 0.18
C -0.09 -0.01 -0.02